1.
Formula: C4H9N3O
Source: the Open Molecules 2025 dataset
Level of theory: wB97M-V/def2-TZVPD

Its energy above the lowest of the compared OMol25 structures with the same formula, charge and spin is 81.01 kcal per mole. For the largest force on an atom, the calculation gives 6.97 eV/Å. The HOMO energy is -8.14 eV. As for the LUMO energy: 0.9179 eV.

Structure (ORCA input):
```
! wB97M-V def2-TZVPD RIJCOSX def2/J DEFGRID3
* xyz 0 1
C 0.964 -0.899 -1.516
H -0.960 -1.140 -0.006
N 0.502 0.335 0.427
N -1.032 1.842 1.891
N -1.291 0.599 -1.051
H -1.274 2.317 2.752
C 1.696 -1.949 -1.200
H -0.938 2.355 1.029
C -0.432 -0.254 -0.376
H 0.957 -0.453 -2.505
H 2.371 -2.425 -1.905
H -0.869 1.428 -1.445
H 1.717 -2.342 -0.188
O -0.286 -0.001 2.975
H -2.018 0.161 -1.597
C -0.380 0.653 1.960
H 1.271 -0.228 0.757
*
```

2.
Formula: C5H7B
Source: the Open Molecules 2025 dataset
Level of theory: wB97M-V/def2-TZVPD

Its energy above the lowest of the compared OMol25 structures with the same formula, charge and spin is 82.23 kcal per mole. For the largest force on an atom, the calculation gives 6.01 eV/Å. The HOMO energy (alpha / beta) is -8.15 / -8.23 eV. As for the LUMO energy (alpha / beta): 0.1690 / -1.1597 eV.

Structure (ORCA input):
```
! wB97M-V def2-TZVPD RIJCOSX def2/J DEFGRID3
* xyz 0 1
C 0.982 -0.179 -0.062
C -0.390 1.287 -0.108
H -2.313 0.744 -0.778
H -0.207 2.318 0.095
H 2.801 1.248 -0.245
C 0.074 -1.235 -0.050
H -2.039 -1.697 -0.046
H 0.442 -2.251 -0.074
C -1.257 -0.956 -0.026
H -2.110 0.723 0.951
C -1.593 0.495 0.010
H 3.186 -0.665 0.334
B 2.423 0.167 -0.001
*
```

3.
Formula: C4H6N2
Source: the Open Molecules 2025 dataset
Level of theory: wB97M-V/def2-TZVPD

Its energy above the lowest of the compared OMol25 structures with the same formula, charge and spin is 35.44 kcal per mole. For the largest force on an atom, the calculation gives 5.09 eV/Å. The HOMO energy is -9.02 eV. As for the LUMO energy: 0.9575 eV.

Structure (ORCA input):
```
! wB97M-V def2-TZVPD RIJCOSX def2/J DEFGRID3
* xyz 0 1
H 1.009 1.844 1.229
C 0.564 -0.771 0.497
H -1.401 -1.803 -1.853
N -0.829 0.085 -1.042
H 0.578 2.425 -0.390
H 1.367 -0.940 1.216
H -0.155 -2.212 0.616
C -0.820 -1.225 -1.158
C 0.249 1.794 0.442
C 0.017 0.386 -0.007
H -0.673 2.237 0.835
N 0.095 -1.820 -0.384
*
```

4.
Formula: C4H6N2OS
Source: the Open Molecules 2025 dataset
Level of theory: wB97M-V/def2-TZVPD

Its energy above the lowest of the compared OMol25 structures with the same formula, charge and spin is 45.84 kcal per mole. For the largest force on an atom, the calculation gives 2.84 eV/Å. The HOMO energy is -9.44 eV. As for the LUMO energy: -0.0765 eV.

Structure (ORCA input):
```
! wB97M-V def2-TZVPD RIJCOSX def2/J DEFGRID3
* xyz 0 1
C -0.692 0.043 0.061
H 0.295 0.621 -2.302
C -1.434 -0.531 1.044
H -1.075 -1.371 1.622
N 1.234 -0.680 -1.286
H -2.414 -0.156 1.162
S -0.425 1.757 -2.210
H 1.214 -0.023 1.917
H 2.297 -0.995 1.053
N 1.364 -0.583 1.107
O -2.087 1.970 -0.196
C -1.193 1.312 -0.637
C 0.744 -0.359 -0.113
H 2.172 -1.005 -1.223
*
```

5.
Formula: C20H15N7O3Pd
Source: the Open Molecules 2025 dataset
Level of theory: wB97M-V/def2-TZVPD

Its energy above the lowest of the compared OMol25 structures with the same formula, charge and spin is 7.33 kcal per mole. For the largest force on an atom, the calculation gives 2.81 eV/Å. The HOMO energy (alpha / beta) is -12.09 / -12.03 eV. As for the LUMO energy (alpha / beta): -4.3254 / -5.1741 eV.

Structure (ORCA input):
```
! wB97M-V def2-TZVPD RIJCOSX def2/J DEFGRID3
* xyz 1 2
O -2.587 0.229 -0.063
N 0.012 -1.303 -1.469
H 3.516 -0.058 -0.878
C 0.869 1.240 3.871
N 2.051 0.997 -1.860
H 0.963 -4.195 -3.808
N -4.930 2.847 -1.248
C -0.921 2.205 2.053
H 0.328 2.911 5.095
H 1.650 1.534 -5.116
C 1.638 -1.907 0.212
O 2.731 -2.350 0.506
C 0.974 -2.177 -1.117
C 1.354 -3.221 -1.932
C -0.610 -1.447 -2.641
O 1.473 1.289 -0.703
C 3.781 -0.087 -3.043
N -1.998 1.091 -0.785
C 2.105 1.154 -4.213
H -1.617 2.545 1.301
H 2.146 -3.876 -1.599
H 4.669 -0.703 -3.016
H -0.818 -2.563 -4.443
Pd -0.289 0.092 0.015
C 0.701 -3.380 -3.147
C -3.932 2.318 -1.461
N -0.239 1.083 1.781
C -2.686 1.711 -1.755
C 3.169 0.245 -1.855
N -1.425 1.847 -3.983
H -1.327 3.777 3.430
C 3.248 0.369 -4.240
C -0.290 -2.480 -3.504
C 0.647 0.590 2.667
C 1.522 1.458 -3.004
H 1.591 0.835 4.566
H 1.184 -1.446 3.037
N 0.856 -1.124 0.990
H 3.726 0.128 -5.180
C -2.032 1.810 -3.005
C 0.165 2.393 4.160
C -0.751 2.884 3.238
H 2.439 -0.510 2.246
H 0.642 2.064 -2.889
C 1.357 -0.675 2.280
H -1.364 -0.718 -2.895
*
```

6.
Formula: C25H53BBr2F5IN2O9PS
Source: the Open Molecules 2025 dataset
Level of theory: wB97M-V/def2-TZVPD

For the largest force on an atom, the calculation gives 4.22 eV/Å. The HOMO energy is -10.97 eV. As for the LUMO energy: -3.5229 eV.

Structure (ORCA input):
```
! wB97M-V def2-TZVPD RIJCOSX def2/J DEFGRID3
* xyz 1 1
H -0.067 0.568 -5.266
C -0.071 0.081 -2.444
H 1.364 1.522 -4.483
H 3.936 -7.742 0.357
N -1.715 0.207 0.227
H 1.495 3.168 0.522
H -1.078 1.553 2.672
F 3.916 6.515 5.165
H -0.933 -1.255 -4.742
C 3.517 -1.906 -1.197
C -2.762 -0.033 -0.859
I -2.977 3.109 0.034
O -7.766 -0.569 -0.322
C 3.378 -7.519 -0.556
H 5.692 -1.507 -1.191
H 2.699 -2.101 -1.983
O 2.496 -1.875 1.497
C -1.312 1.677 0.363
H 2.785 1.943 0.529
C 3.878 5.505 2.870
F 5.271 5.250 2.745
C -0.552 3.539 2.172
O -0.129 -0.841 -1.403
O 0.712 -1.842 -3.854
H 2.548 -5.917 0.163
P 1.181 0.636 3.434
F 2.122 5.282 4.659
H -2.011 -3.988 -1.175
O -1.601 -1.238 -5.443
H 1.057 -3.005 -0.978
H 1.930 5.073 1.891
S 2.962 0.124 3.966
H -3.329 -2.239 -5.907
C -4.279 -0.081 -0.449
O -1.354 3.704 4.596
O 3.316 -0.697 -0.432
H 3.371 4.710 0.818
H -1.143 -2.969 -2.426
Br -0.472 -2.556 2.323
H -2.660 0.695 -1.741
C 0.980 0.498 -4.834
C 2.995 4.643 1.885
H -2.618 -1.063 -1.356
H 3.985 -7.785 -1.421
H 2.015 -0.300 -3.049
H 5.200 -2.856 -2.352
H -4.624 0.608 0.377
N -2.350 -0.092 1.416
C 0.894 1.255 1.675
O -4.687 -1.431 -0.051
C 3.490 5.402 4.408
H -2.754 -1.006 1.572
C -0.406 -0.559 -0.033
H -1.284 2.730 4.725
C 0.035 -3.223 -0.561
H -3.027 -2.015 -4.166
C -1.002 -3.803 -1.659
H 3.595 -2.861 -0.588
C 0.993 -0.453 -3.547
H 0.240 1.161 -2.259
H -7.855 0.655 1.343
C 4.926 -1.802 -1.988
C 2.823 3.092 2.362
H -0.658 2.010 -0.519
Br 0.360 -4.836 0.626
H -8.115 0.134 -0.883
H -2.921 0.640 1.834
H 3.897 2.692 2.384
H 1.732 0.041 -5.572
B 2.239 -0.856 0.545
C -0.569 2.004 1.743
H 2.449 -8.094 -0.575
C 1.976 2.389 1.223
H -4.915 0.181 -1.371
C -8.225 -0.316 1.002
C -0.618 -2.121 0.417
H -5.631 -1.468 -0.330
H -9.316 -0.325 1.022
H 0.855 1.800 4.248
H 0.987 -2.057 -4.768
F 3.716 6.881 2.513
H -1.062 0.139 -3.034
H 0.257 -0.358 3.877
C -1.765 3.848 3.225
H -2.575 3.079 3.013
H -0.538 4.283 1.310
F 4.221 4.313 4.941
H -2.080 -3.216 -5.099
H 3.446 -1.783 1.748
H 0.344 3.836 2.828
H -0.593 -4.749 -2.152
H -2.206 4.867 2.987
H 4.887 -1.088 -2.865
C 0.918 0.132 0.506
O 3.085 -6.129 -0.613
H 1.234 0.817 -0.377
H -1.740 -2.302 0.200
H 2.352 3.171 3.387
H -7.846 -1.097 1.660
C -2.563 -2.236 -5.132
*
```

Copy entry 1 word for word.
Formula: C4H9N3O
Source: the Open Molecules 2025 dataset
Level of theory: wB97M-V/def2-TZVPD

Its energy above the lowest of the compared OMol25 structures with the same formula, charge and spin is 81.01 kcal per mole. For the largest force on an atom, the calculation gives 6.97 eV/Å. The HOMO energy is -8.14 eV. As for the LUMO energy: 0.9179 eV.

Structure (ORCA input):
```
! wB97M-V def2-TZVPD RIJCOSX def2/J DEFGRID3
* xyz 0 1
C 0.964 -0.899 -1.516
H -0.960 -1.140 -0.006
N 0.502 0.335 0.427
N -1.032 1.842 1.891
N -1.291 0.599 -1.051
H -1.274 2.317 2.752
C 1.696 -1.949 -1.200
H -0.938 2.355 1.029
C -0.432 -0.254 -0.376
H 0.957 -0.453 -2.505
H 2.371 -2.425 -1.905
H -0.869 1.428 -1.445
H 1.717 -2.342 -0.188
O -0.286 -0.001 2.975
H -2.018 0.161 -1.597
C -0.380 0.653 1.960
H 1.271 -0.228 0.757
*
```

Repeat the sixth record exactly.
Formula: C25H53BBr2F5IN2O9PS
Source: the Open Molecules 2025 dataset
Level of theory: wB97M-V/def2-TZVPD

For the largest force on an atom, the calculation gives 4.22 eV/Å. The HOMO energy is -10.97 eV. As for the LUMO energy: -3.5229 eV.

Structure (ORCA input):
```
! wB97M-V def2-TZVPD RIJCOSX def2/J DEFGRID3
* xyz 1 1
H -0.067 0.568 -5.266
C -0.071 0.081 -2.444
H 1.364 1.522 -4.483
H 3.936 -7.742 0.357
N -1.715 0.207 0.227
H 1.495 3.168 0.522
H -1.078 1.553 2.672
F 3.916 6.515 5.165
H -0.933 -1.255 -4.742
C 3.517 -1.906 -1.197
C -2.762 -0.033 -0.859
I -2.977 3.109 0.034
O -7.766 -0.569 -0.322
C 3.378 -7.519 -0.556
H 5.692 -1.507 -1.191
H 2.699 -2.101 -1.983
O 2.496 -1.875 1.497
C -1.312 1.677 0.363
H 2.785 1.943 0.529
C 3.878 5.505 2.870
F 5.271 5.250 2.745
C -0.552 3.539 2.172
O -0.129 -0.841 -1.403
O 0.712 -1.842 -3.854
H 2.548 -5.917 0.163
P 1.181 0.636 3.434
F 2.122 5.282 4.659
H -2.011 -3.988 -1.175
O -1.601 -1.238 -5.443
H 1.057 -3.005 -0.978
H 1.930 5.073 1.891
S 2.962 0.124 3.966
H -3.329 -2.239 -5.907
C -4.279 -0.081 -0.449
O -1.354 3.704 4.596
O 3.316 -0.697 -0.432
H 3.371 4.710 0.818
H -1.143 -2.969 -2.426
Br -0.472 -2.556 2.323
H -2.660 0.695 -1.741
C 0.980 0.498 -4.834
C 2.995 4.643 1.885
H -2.618 -1.063 -1.356
H 3.985 -7.785 -1.421
H 2.015 -0.300 -3.049
H 5.200 -2.856 -2.352
H -4.624 0.608 0.377
N -2.350 -0.092 1.416
C 0.894 1.255 1.675
O -4.687 -1.431 -0.051
C 3.490 5.402 4.408
H -2.754 -1.006 1.572
C -0.406 -0.559 -0.033
H -1.284 2.730 4.725
C 0.035 -3.223 -0.561
H -3.027 -2.015 -4.166
C -1.002 -3.803 -1.659
H 3.595 -2.861 -0.588
C 0.993 -0.453 -3.547
H 0.240 1.161 -2.259
H -7.855 0.655 1.343
C 4.926 -1.802 -1.988
C 2.823 3.092 2.362
H -0.658 2.010 -0.519
Br 0.360 -4.836 0.626
H -8.115 0.134 -0.883
H -2.921 0.640 1.834
H 3.897 2.692 2.384
H 1.732 0.041 -5.572
B 2.239 -0.856 0.545
C -0.569 2.004 1.743
H 2.449 -8.094 -0.575
C 1.976 2.389 1.223
H -4.915 0.181 -1.371
C -8.225 -0.316 1.002
C -0.618 -2.121 0.417
H -5.631 -1.468 -0.330
H -9.316 -0.325 1.022
H 0.855 1.800 4.248
H 0.987 -2.057 -4.768
F 3.716 6.881 2.513
H -1.062 0.139 -3.034
H 0.257 -0.358 3.877
C -1.765 3.848 3.225
H -2.575 3.079 3.013
H -0.538 4.283 1.310
F 4.221 4.313 4.941
H -2.080 -3.216 -5.099
H 3.446 -1.783 1.748
H 0.344 3.836 2.828
H -0.593 -4.749 -2.152
H -2.206 4.867 2.987
H 4.887 -1.088 -2.865
C 0.918 0.132 0.506
O 3.085 -6.129 -0.613
H 1.234 0.817 -0.377
H -1.740 -2.302 0.200
H 2.352 3.171 3.387
H -7.846 -1.097 1.660
C -2.563 -2.236 -5.132
*
```